[1]
Below is C28H45BiF9OP2 as an isolated structure, with properties calculated with the ωB97M-V functional and the def2-TZVPD basis.

Cartesian coordinates (Å):
Bi1 2.341564 1.653397 -0.831313
C1 2.231061 -1.721058 2.156826
C2 2.733521 -0.414035 2.403078
C3 0.554952 -0.489669 3.139107
C4 0.907795 -1.786378 2.672008
C5 1.686206 0.358772 2.980930
C6 2.975381 -2.799553 1.474992
H1 3.568670 -2.395482 0.643145
H2 2.285836 -3.550107 1.072346
H3 3.669793 -3.312315 2.156992
C7 0.034357 -2.976863 2.767133
H4 0.463753 -3.837809 2.241268
H5 -0.959529 -2.760675 2.350534
H6 -0.115993 -3.267791 3.820941
C8 -0.756520 -0.122914 3.707245
H7 -0.798187 -0.321272 4.791026
H8 -1.559813 -0.697333 3.226680
H9 -0.966643 0.942808 3.558598
C9 1.765194 1.785561 3.360363
H10 2.252471 1.915199 4.338972
H11 0.761077 2.217489 3.434734
H12 2.340958 2.369061 2.628958
C10 4.107417 0.036749 2.089359
H13 4.852185 -0.650330 2.522936
H14 4.304872 1.039436 2.491080
H15 4.293005 0.064699 1.001279
C11 2.160813 1.363710 -3.066728
C12 3.532390 1.040483 -2.645357
C13 4.687938 1.989257 -2.926185
C14 4.980121 3.030800 -1.814760
C15 3.778767 3.419076 -0.977715
C16 2.510228 3.806874 -1.597249
C17 2.315467 3.949588 -3.102180
C18 1.912102 2.649965 -3.846691
H16 4.539681 2.522786 -3.879397
H17 5.424941 3.929701 -2.282710
H18 5.591948 1.368580 -3.052021
H19 2.437850 2.580597 -4.819756
H20 1.509935 0.513620 -3.302166
H21 3.789539 -0.022857 -2.591475
H22 0.837953 2.726197 -4.096371
H23 1.499456 4.680909 -3.256054
H24 1.879546 4.479906 -0.998646
H25 3.188810 4.409898 -3.599297
H26 5.770426 2.628040 -1.153232
H27 4.017707 3.894462 -0.018342
P1 -0.585996 -2.038880 -2.506146
C19 -0.865607 -3.272557 -1.169410
H28 -1.231366 -4.222181 -1.592371
H29 -1.603311 -2.882243 -0.454993
H30 0.085315 -3.458083 -0.648276
C20 -2.157293 -2.416532 -3.394316
H31 -2.049700 -3.324778 -3.999888
H32 -2.384155 -1.574442 -4.060664
H33 -2.977160 -2.542818 -2.677498
C21 0.510589 -3.115628 -3.532007
H34 1.068868 -2.473829 -4.227134
H35 -0.089429 -3.829705 -4.112386
H36 1.209495 -3.657603 -2.881562
P2 -2.493799 2.649591 -0.039485
C22 -2.276363 4.035401 1.158976
H37 -2.809018 4.934339 0.821026
H38 -1.196171 4.242895 1.205543
H39 -2.629142 3.726566 2.152141
C23 -2.910039 3.614426 -1.545626
H40 -1.967400 3.924669 -2.020229
H41 -3.499194 4.505245 -1.286993
H42 -3.463066 2.968929 -2.242030
C24 -4.138296 1.998234 0.454348
H43 -4.899449 2.790434 0.476914
H44 -4.034445 1.537168 1.448252
H45 -4.420287 1.215809 -0.265284
F1 -5.693890 -0.825939 0.745344
C25 -4.890197 -1.916337 0.549107
F2 -5.677214 -3.021841 0.578378
F3 -4.367140 -1.816871 -0.705469
C26 -3.783288 -1.904347 1.596335
O1 -2.630765 -1.553844 1.337846
C27 -4.259323 -2.033411 3.038078
F4 -5.479295 -2.608831 3.162664
F5 -3.373498 -2.767022 3.774354
F6 -4.321746 -0.784398 3.593218
C28 -3.221238 -4.736042 1.090165
F7 -4.170753 -5.251074 1.885685
F8 -3.593078 -4.952703 -0.191910
F9 -2.071157 -5.402949 1.312417

Cartesian forces, eV/Å:
Bi -1.976 -1.571 3.128
C -2.947 -1.286 0.869
C -1.316 1.847 0.693
C 1.021 1.073 0.127
C 2.573 -0.859 -1.396
C 0.588 -0.828 -0.595
C 0.247 -0.426 -0.123
H -0.052 -0.160 0.108
H 0.221 0.078 0.052
H -0.061 0.045 -0.195
C -0.353 -0.352 0.032
H -0.159 0.158 0.120
H 0.267 -0.211 0.095
H 0.024 0.014 -0.296
C -0.451 0.154 0.050
H 0.017 0.016 -0.249
H 0.273 0.164 0.247
H 0.007 -0.172 0.102
C 0.078 0.466 0.376
H -0.112 0.142 -0.200
H 0.222 0.078 -0.028
H -0.108 0.039 0.132
C 0.446 0.205 0.074
H -0.165 0.188 -0.173
H -0.030 -0.232 -0.114
H 0.038 -0.098 0.250
C 1.979 -0.186 -1.401
C -0.809 -0.048 -1.552
C 0.617 0.286 0.057
C 0.653 -0.418 -0.180
C -0.472 1.672 -1.463
C 1.542 1.096 0.372
C -0.411 0.084 -0.701
C -0.564 0.272 -0.084
H -0.117 -0.364 0.243
H -0.233 -0.146 0.277
H -0.363 0.319 -0.041
H -0.171 -0.066 0.392
H 0.064 0.261 0.423
H -0.246 0.328 0.179
H 0.483 -0.231 0.190
H 0.406 -0.335 0.151
H 0.243 -0.538 -0.064
H -0.104 -0.231 0.527
H -0.490 0.179 -0.198
H -0.347 -0.511 -0.104
P -0.243 -0.859 0.131
C 0.180 -0.084 0.353
H 0.122 0.287 0.133
H 0.269 -0.122 -0.147
H -0.327 0.035 0.032
C -0.215 0.645 -0.353
H -0.144 0.179 0.238
H -0.217 -0.289 0.053
H 0.153 0.121 -0.217
C 0.296 0.300 -0.242
H 0.030 -0.379 0.048
H 0.330 0.094 0.213
H -0.050 0.168 -0.257
P 0.282 -0.308 0.128
C 0.225 -0.058 -0.113
H 0.078 -0.169 0.278
H -0.383 0.143 0.175
H 0.161 0.169 -0.219
C 0.028 0.001 -0.044
H -0.342 -0.003 0.022
H 0.031 -0.233 -0.245
H 0.155 0.273 0.092
C 0.041 0.055 -0.101
H 0.057 -0.288 0.054
H -0.147 0.152 -0.271
H -0.047 0.270 0.245
F 0.864 -1.110 0.067
C -1.416 0.072 -2.165
F 0.946 1.018 0.105
F -0.393 -0.097 1.375
C 2.691 1.553 -0.586
O -3.194 -1.124 0.527
C -0.195 -0.346 2.475
F 1.195 0.622 -0.273
F -0.835 0.760 -0.917
F 0.057 -1.181 -0.710
C -0.239 -3.288 -0.732
F 0.700 0.995 -0.308
F 0.422 0.847 1.113
F -0.882 1.282 -0.065

- spin multiplicity = 1
- net charge = +1
- max |F| (eV/A) = 4.02
- HOMO-LUMO gap (spin up / spin down) (eV) = 5.105 / 5.223
- M (g/mol) = 839.577



[2]
Below is one molecule with the formula C4H8FN, with properties calculated with the ωB97M-V functional and the def2-TZVPD basis.

Cartesian coordinates (Å):
C1 -1.554681 -0.691041 0.239164
C2 -0.446399 0.276010 -0.122999
F1 -0.998988 1.497806 -0.514187
C3 0.681765 0.650401 0.938616
N1 1.766668 0.216709 -0.089081
C4 0.710354 -0.159157 -1.029967
H1 -2.128885 -0.031807 0.977262
H2 -2.111276 -0.731110 -0.833118
H3 -1.182398 -1.616977 0.761003
H4 0.803852 0.050682 1.875254
H5 0.585128 1.860140 1.096794
H6 2.600897 -0.429495 0.075095
H7 0.640483 0.457163 -2.034467
H8 0.633481 -1.349318 -1.339364

Cartesian forces, eV/Å:
C -0.816 1.971 -1.083
C 2.346 0.015 1.673
F -0.336 -0.502 -0.362
C 0.947 0.975 -0.383
N -0.476 0.161 0.345
C -0.623 -1.841 -3.039
H 0.075 -1.405 -0.975
H 0.743 -0.779 2.868
H -0.574 0.821 -1.087
H -0.619 0.777 -0.545
H 0.720 -3.090 -0.069
H -2.194 1.248 0.143
H 0.536 -1.200 1.745
H 0.270 2.850 0.770

- spin multiplicity = 1
- net charge = 0
- max |F| (eV/A) = 3.61
- structure (SMILES) = CC1(F)CNC1
- HOMO-LUMO gap (eV) = 9.639
- M (g/mol) = 89.113



[3]
Below is C34H53N5PtSi4 as an isolated structure, with properties calculated with the ωB97M-V functional and the def2-TZVPD basis.

Cartesian coordinates (Å):
Pt1 1.240990 0.005976 -0.243163
C1 -3.424569 2.124401 -4.919862
C2 -3.893284 2.625453 -3.578819
C3 -5.023369 3.427354 -3.460751
C4 -5.457510 3.894929 -2.229060
C5 -4.769237 3.545084 -1.076726
C6 -3.650777 2.730802 -1.164297
C7 -3.210869 2.291739 -2.409545
N1 -2.084064 1.413522 -2.531156
C8 -0.971082 1.402885 -1.772516
N2 -0.670275 2.552111 -1.148957
C9 0.382627 2.839804 -0.287555
C10 1.281913 1.894305 0.185876
C11 2.333264 2.271020 1.015764
C12 2.481317 3.588440 1.391633
C13 1.566298 4.533987 0.934999
C14 0.525031 4.188794 0.095205
C15 -0.440063 5.231320 -0.409454
N3 -0.164918 0.355266 -1.725490
C16 -0.586185 -0.831200 -2.413263
C17 -1.702717 -1.538333 -1.970454
C18 -2.142476 -2.652271 -2.660618
C19 -1.454387 -3.071208 -3.793535
C20 -0.354944 -2.356319 -4.239428
C21 0.094121 -1.215844 -3.574883
C22 1.208084 -0.384471 -4.161903
H1 -3.992441 2.589898 -5.721864
H2 -3.557414 1.041501 -5.014356
H3 -2.367240 2.345731 -5.080088
H4 -5.570930 3.691203 -4.357756
H5 -6.337235 4.521438 -2.168691
H6 -5.110812 3.886428 -0.108199
H7 -3.139653 2.417981 -0.260893
H8 -2.185766 0.638629 -3.168965
H9 -1.290040 3.321804 -1.357388
H10 3.038618 1.525969 1.360455
H11 3.298434 3.883867 2.036428
H12 1.671961 5.568559 1.235642
H13 -0.174209 6.207664 -0.012654
H14 -1.468554 5.025302 -0.096896
H15 -0.420483 5.307238 -1.500409
H16 -2.231514 -1.184551 -1.093563
H17 -3.025606 -3.183294 -2.328466
H18 -1.788436 -3.944144 -4.338769
H19 0.155381 -2.669162 -5.143375
H20 1.950021 -1.013623 -4.652546
H21 1.704458 0.226900 -3.410639
H22 0.808724 0.292745 -4.920699
C23 3.890334 -1.332849 2.809235
Si1 2.560223 -2.586084 2.416532
C24 2.114298 -3.666737 3.841219
C25 2.999923 -3.606712 0.918463
Si2 0.742512 -1.113884 1.707176
Si3 0.070016 0.303495 3.591307
C26 -0.566573 -0.782727 4.944063
C27 1.559174 1.257301 4.140873
C28 -1.226685 1.456411 2.903034
Si4 -1.147671 -2.711827 1.877323
C29 -2.583093 -1.572308 1.544163
C30 -0.630287 -3.748244 0.418014
C31 -1.489191 -3.790323 3.327266
H23 4.866945 -1.740385 2.526780
H24 3.928231 -1.095331 3.874353
H25 3.737675 -0.402733 2.259768
H26 2.979509 -4.300204 4.065080
H27 1.280726 -4.324458 3.604013
H28 1.869726 -3.109839 4.747506
H29 4.046910 -3.928354 0.954631
H30 2.862235 -3.041182 -0.000988
H31 2.388743 -4.510611 0.859672
H32 0.186180 -1.483936 5.309747
H33 -1.448044 -1.344027 4.640242
H34 -0.857603 -0.147156 5.787683
H35 2.330162 0.624841 4.584070
H36 1.245386 1.979443 4.903406
H37 1.990034 1.817425 3.321137
H38 -2.217138 1.001035 2.883383
H39 -0.961574 1.773669 1.890671
H40 -1.296020 2.357272 3.523104
H41 -2.292551 -0.667198 1.007291
H42 -3.064591 -1.272427 2.477309
H43 -3.333895 -2.098778 0.941755
H44 -0.181469 -3.161690 -0.383828
H45 -1.502497 -4.261070 -0.005135
H46 0.086572 -4.512013 0.728557
H47 -1.790819 -3.239778 4.215904
H48 -0.660776 -4.441957 3.596290
H49 -2.328535 -4.429905 3.030743
N4 5.440780 -0.810148 -1.358040
C32 4.813064 -1.626609 -2.270843
C33 3.494421 -1.569516 -1.965799
N5 3.314210 -0.728826 -0.876200
C34 4.511308 -0.293119 -0.540600
H50 6.430309 -0.627665 -1.312036
H51 5.349074 -2.161097 -3.036270
H52 2.669559 -2.073335 -2.440688
H53 4.740590 0.378521 0.270310

Cartesian forces, eV/Å:
Pt 0.240 -0.267 -2.432
C -0.018 0.007 0.079
C 0.066 0.041 -0.131
C -0.035 0.013 0.002
C 0.032 -0.032 -0.011
C 0.000 0.015 -0.008
C 0.018 -0.059 0.025
C 0.063 0.089 -0.053
N 0.013 -0.155 0.113
C -0.339 0.467 -0.205
N -0.037 -0.089 0.153
C 0.029 0.128 -0.073
C -0.093 0.137 0.419
C 0.221 0.216 -0.174
C 0.020 -0.009 -0.018
C -0.028 -0.024 -0.002
C -0.060 0.122 0.030
C 0.052 -0.030 0.051
N 0.049 -0.181 1.059
C 0.200 -0.125 -0.183
C -0.040 -0.008 0.096
C -0.054 0.031 0.007
C -0.002 0.024 0.022
C 0.042 -0.037 -0.035
C 0.116 0.124 -0.063
C -0.090 -0.042 0.053
H 0.001 -0.014 0.001
H -0.004 0.023 -0.004
H -0.017 0.003 -0.009
H 0.025 0.003 0.025
H 0.018 -0.007 -0.003
H 0.008 -0.011 -0.024
H -0.023 -0.013 0.003
H -0.055 -0.096 0.066
H -0.061 0.019 0.013
H 0.004 -0.038 0.043
H -0.024 -0.007 0.003
H 0.021 -0.004 -0.027
H -0.014 0.009 -0.010
H 0.017 -0.009 -0.013
H -0.003 0.000 0.012
H 0.018 -0.069 -0.008
H 0.054 -0.007 0.021
H 0.013 0.013 0.004
H -0.001 0.006 0.036
H -0.020 0.006 -0.004
H 0.044 -0.008 -0.020
H 0.000 -0.005 0.005
C 0.512 -0.190 0.140
Si -0.141 0.965 -1.226
C -0.145 -0.060 0.371
C 0.244 -0.305 0.017
Si -0.538 -1.235 2.677
Si 0.236 0.291 -1.114
C -0.095 -0.211 0.191
C 0.029 0.094 0.449
C -0.154 0.276 0.165
Si 0.892 1.135 -1.081
C -0.548 -0.220 -0.224
C -0.515 -0.469 -0.257
C 0.026 -0.145 0.424
H 0.045 0.088 0.106
H 0.011 0.036 -0.034
H -0.011 -0.058 0.064
H -0.012 0.044 -0.011
H 0.098 -0.040 0.005
H 0.003 -0.037 -0.018
H -0.064 -0.004 0.010
H 0.000 -0.086 0.024
H 0.025 0.058 -0.016
H -0.047 -0.004 -0.016
H -0.001 0.080 0.058
H 0.049 0.011 -0.050
H -0.021 -0.003 -0.022
H 0.059 -0.025 0.005
H 0.057 0.067 0.002
H 0.009 -0.021 -0.055
H -0.034 -0.006 0.063
H -0.005 -0.054 -0.036
H 0.015 -0.024 0.052
H -0.013 0.029 -0.025
H -0.075 0.112 0.102
H 0.022 0.007 0.002
H 0.130 -0.119 -0.030
H -0.023 0.029 -0.017
H -0.039 -0.113 -0.012
H -0.097 -0.031 -0.020
H 0.020 0.019 -0.002
N -0.116 -0.053 -0.036
C 0.070 0.078 0.071
C -0.138 0.038 0.066
N -0.232 -0.128 0.326
C 0.119 0.012 0.048
H 0.022 0.023 0.018
H -0.019 0.023 0.041
H 0.015 -0.002 0.033
H 0.010 -0.025 -0.059

- spin multiplicity = 1
- net charge = +2
- max |F| (eV/A) = 3.00
- HOMO-LUMO gap (spin up / spin down) (eV) = 5.256 / 5.257
- M (g/mol) = 839.255